Entry from OMol25: 11 unconnected molecules or ions with the total composition C56H70N6O22S5 at a distorted geometry (the ωB97M-V functional and the def2-TZVPD basis).

Geometry as XYZ:
```
159
C56H70N6O22S5, DFT the ωB97M-V functional and the def2-TZVPD basis
H -9.099 -5.520 4.336
O 3.324 0.582 -9.336
C 5.563 0.559 -1.674
C -5.437 -4.248 4.431
C -7.812 -3.744 4.210
H -2.504 1.545 0.870
O 1.671 -0.353 -10.392
O -7.095 0.905 -3.565
H 2.410 7.699 -2.611
H 2.610 1.955 -7.286
C 1.330 0.486 -8.280
O 1.748 0.644 2.288
H 5.329 7.921 0.721
C 1.046 -5.467 -5.016
S 4.817 7.539 -2.841
H 4.763 2.383 5.939
H 1.016 -2.803 9.741
H 0.065 -8.226 -6.698
H -1.758 -7.771 2.490
H -5.576 -3.646 -6.604
C -6.105 -2.716 -6.457
H 6.275 4.209 4.558
C 0.664 -4.451 8.482
C -6.455 -3.307 4.263
O 6.931 2.866 8.654
C 5.856 7.628 -1.344
C 3.203 7.381 -1.935
C -6.868 -2.216 -7.490
H -7.417 -7.065 4.971
H 5.025 -0.266 -3.513
C 6.228 0.364 -0.455
H 4.977 5.048 7.264
S 6.753 2.575 7.239
H -0.499 2.731 2.376
H -4.930 7.057 0.727
H 6.405 5.748 5.422
H -0.860 -6.054 -5.850
C 6.369 4.666 5.543
C -7.121 -6.038 4.820
C 1.914 -7.990 -5.742
O -4.022 8.799 2.557
C 0.793 1.628 -6.148
H 4.967 6.228 0.070
C -1.416 -5.261 0.217
H -2.604 6.924 -1.252
H 1.059 -1.069 8.098
C 0.571 0.338 -0.114
H -3.125 -4.628 -0.983
C -0.983 -6.210 1.145
C -3.599 -6.362 0.093
C 5.010 4.475 6.337
C 0.888 -2.051 7.657
H 6.008 -2.426 -2.994
O -1.881 7.321 2.313
H -8.245 0.440 -5.823
H -0.231 -0.864 -8.941
H 3.062 6.318 -1.741
C 7.567 3.986 6.336
C 5.002 2.974 6.823
O 7.300 -3.565 0.582
C 5.511 -0.483 -2.574
H 1.187 -0.561 -0.073
H -1.444 2.420 -0.078
C -0.532 1.809 1.794
C 6.512 -1.980 -0.952
H 4.155 4.828 5.760
H 1.270 -5.065 7.817
H 8.045 4.626 7.077
C 1.675 1.415 -7.254
O -5.874 -0.736 -2.803
C 1.305 -3.123 8.740
H -5.409 -2.549 -4.422
C -3.479 7.497 -0.942
N 6.971 -3.341 -0.580
C -0.476 1.030 -6.160
C 5.999 -1.703 -2.191
O -0.797 -4.781 6.239
H 1.535 -2.108 6.782
H -6.904 -2.618 -8.492
H 0.786 0.903 -1.021
S 1.170 1.418 1.178
H -0.786 -4.417 -0.020
C -7.570 -0.389 -5.978
C -0.947 0.201 -0.103
H -8.221 -0.641 -8.026
H 0.018 -6.091 1.533
H 0.259 -5.054 9.295
C -2.351 9.322 0.378
C -0.799 0.153 -7.184
O 5.033 6.264 -3.605
C 0.094 -0.167 -8.182
C -2.735 -5.388 -0.322
C 3.516 7.792 -0.464
H -5.023 -6.138 5.246
C -5.804 -5.554 4.781
H -4.224 9.582 -0.862
C 2.382 -5.857 -4.705
N 0.483 -4.182 -4.558
H 3.761 -7.571 -4.762
C -6.043 -2.126 -5.188
H -8.586 -3.033 3.961
H -2.192 10.320 0.786
N -6.592 -0.221 -3.669
H -1.327 8.990 0.209
H 2.390 -3.166 8.836
C -8.120 -5.090 4.487
H -1.795 -0.263 -7.147
H 4.347 2.800 7.678
H 3.049 -5.278 -4.084
H 3.671 8.865 -0.351
O 7.148 1.293 6.631
S -3.002 8.097 1.745
C 6.635 -0.931 -0.078
H 2.305 -8.956 -6.024
O 4.914 8.845 -3.521
H -0.960 -1.998 6.318
H -3.588 5.954 0.600
H 6.119 1.144 0.284
O -2.024 -4.269 8.401
H 8.235 3.685 5.529
H -1.371 0.085 -1.101
C -3.877 6.995 0.453
O -0.749 -3.970 -4.644
H 6.138 8.679 -1.282
O 1.259 -3.393 -4.084
N 2.160 0.217 -9.405
H 2.809 7.332 0.226
H -2.680 9.374 -1.709
C -6.751 -0.932 -4.960
O -4.905 -1.510 4.193
C -3.257 9.079 -0.833
C -7.617 -1.046 -7.228
H -4.389 -3.991 4.375
H -0.772 1.026 2.514
H 1.115 2.298 -5.364
H -1.173 -1.747 8.004
N -4.929 -6.384 -0.450
C 0.648 -7.539 -6.101
O 6.687 -4.230 -1.405
N -6.106 -1.841 4.051
C -1.457 1.540 0.565
H 7.046 -1.163 0.894
C 2.790 -7.187 -5.036
H 5.114 1.511 -1.917
O 1.802 2.611 0.651
H 6.795 7.088 -1.466
C 0.182 -6.298 -5.700
S -0.884 -4.124 7.517
H -1.196 1.251 -5.386
C 4.952 7.305 -0.096
O -6.971 -1.119 3.589
O -5.204 -5.796 -1.466
C -3.219 -7.252 1.114
H -1.268 -0.610 0.550
H -4.280 7.264 -1.643
H -3.922 -8.015 1.414
O -5.796 -7.069 0.076
C -0.562 -2.297 7.288
C -1.920 -7.174 1.604
```

The calculation puts the lowest unoccupied orbital energy at -0.82 eV. The largest force on an atom is 3.6 eV/A.

Atomic partial charges in e from the Löwdin method, atoms 1 to 6:
1 H 0.10
2 O 0.08
3 C -0.07
4 C -0.01
5 C 0.00
6 H 0.11